DFT (ωB97M-V/def2-TZVPD) results for a cluster of 14 separate species, C66H168N8O22 in total.

F_max   0.080 hartree/bohr
Spin multiplicity   2
Total energy   -4707.9605 Eh
Total charge   +1
Expectation value of S²   0.7545
Energy relative to the best compared isomer or geometry (same formula, charge and spin)   0.0 kcal per mole
HOMO (spin up / spin down)   -10.27 / -10.27 eV
Molar mass   1426.10 g mol⁻¹

```
264
Properties=species:S:1:pos:R:3:forces:R:3
C 1.7169 0.6942 -5.4877 0.400 0.139 -0.439
C 1.2302 2.1459 -5.5011 1.022 -0.458 -0.529
C 2.1242 3.0111 -6.4018 0.098 -0.661 0.427
O -0.0690 2.2238 -6.0728 0.074 0.388 0.269
H 1.9600 0.3438 -6.4908 -0.607 0.119 -0.385
H 1.0211 -0.0173 -5.0431 -0.015 0.150 0.143
H 2.7103 0.6056 -5.0481 -0.170 0.226 0.692
H 1.1447 2.5414 -4.4890 0.328 0.015 0.290
H 1.8431 4.0629 -6.3488 0.092 0.054 -0.061
H 1.9761 2.6244 -7.4100 0.002 0.226 -0.101
H 3.1809 2.8834 -6.1666 0.028 0.209 0.155
H -0.2240 3.1712 -6.0777 -0.662 0.070 -0.362
C 3.3265 -6.2266 -4.1563 0.336 -0.158 0.100
C 1.8380 -6.4280 -4.3353 0.228 -0.245 0.852
C 1.0454 -5.5534 -3.3440 0.161 -0.730 0.353
O 1.5729 -6.1795 -5.6827 -0.805 0.452 -0.550
H 3.8928 -6.8563 -4.8425 -0.110 -0.500 0.301
H 3.6213 -6.3693 -3.1167 0.255 -0.007 -0.087
H 3.6198 -5.2390 -4.5121 -0.187 0.489 0.391
H 1.5897 -7.4762 -4.1692 -0.078 -0.057 0.042
H 1.1625 -5.9570 -2.3382 0.560 -0.070 0.198
H -0.0407 -5.6108 -3.4155 0.017 0.380 -0.804
H 1.4500 -4.5417 -3.3166 -0.315 0.209 -0.178
H 1.8355 -5.2608 -5.7750 -0.091 0.237 -0.642
C -0.3253 -0.0753 -1.2791 0.342 -0.500 0.182
C 0.0589 -1.3236 -0.4281 0.460 -0.183 -0.758
C -0.1073 -2.6093 -1.2652 -0.550 0.967 -0.319
O 1.4275 -1.2184 -0.1095 0.435 1.296 -0.470
H -0.1091 0.8870 -0.8150 -0.264 -0.057 0.585
H -1.3495 -0.1229 -1.6490 -0.246 0.025 0.260
H 0.2839 -0.0133 -2.1808 0.212 -0.511 -0.132
H -0.4354 -1.4060 0.5399 -0.780 0.287 -0.200
H 0.6198 -2.5097 -2.0712 0.271 -0.352 0.082
H -1.0661 -2.6152 -1.7837 -0.336 -0.204 0.175
H 0.0194 -3.5349 -0.7037 0.133 0.099 0.029
H 1.6533 -1.9607 0.4559 0.235 -0.765 0.651
C -1.5001 -6.9155 -1.0991 0.603 0.428 -0.679
C -0.6691 -7.1966 0.1380 -1.951 -0.150 0.433
C -1.3853 -6.6702 1.3738 0.557 0.912 0.401
O -0.6350 -8.6164 0.2321 0.396 -0.235 -0.490
H -2.4889 -7.3742 -1.0992 0.256 -0.412 0.148
H -0.8870 -7.2275 -1.9447 -0.461 -0.332 -0.271
H -1.6819 -5.8543 -1.2688 0.168 0.284 0.306
H 0.3134 -6.7441 0.0037 0.296 -0.119 0.177
H -0.9698 -7.1294 2.2708 -0.212 -0.142 0.114
H -2.4723 -6.7477 1.3487 0.057 -0.573 -0.101
H -1.2282 -5.6015 1.5198 0.145 0.231 -0.145
H -0.0426 -8.9019 0.9315 0.068 0.135 0.128
C -3.6826 1.3067 -4.9860 -0.219 0.443 0.153
C -2.5034 0.3523 -4.9249 0.005 0.650 -1.144
C -3.0027 -1.0276 -4.6237 0.881 -1.235 0.574
O -1.8446 0.3651 -6.1735 -0.705 -1.355 -0.865
H -4.3261 1.1140 -5.8444 0.087 -0.648 -0.073
H -3.4297 2.3503 -5.1731 0.327 0.149 0.501
H -4.2962 1.1776 -4.0943 -0.126 0.327 0.120
H -1.6958 0.6175 -4.2426 -0.446 0.320 0.936
H -2.1317 -1.6694 -4.4917 0.168 -0.247 -0.325
H -3.6146 -1.4765 -5.4061 -0.087 0.312 -0.059
H -3.4959 -1.1327 -3.6573 -0.445 0.441 -0.020
H -1.1113 0.9845 -6.1900 -0.036 0.332 0.207
C -1.6206 -3.5530 4.0013 -0.093 -0.177 0.354
C -2.8990 -3.1124 3.2858 -0.183 0.128 -0.440
C -2.7038 -2.3163 2.0175 1.322 1.374 -0.682
O -3.5771 -4.2415 2.8664 0.283 -2.412 0.698
H -1.7250 -4.4758 4.5720 -0.646 -0.366 -0.478
H -1.2971 -2.9221 4.8292 0.191 0.809 -0.553
H -0.8317 -3.7554 3.2769 0.084 0.263 0.126
H -3.5844 -2.5519 3.9215 0.202 0.375 0.605
H -1.9666 -2.7091 1.3174 -0.009 -0.896 0.144
H -2.2439 -1.3404 2.1733 -0.200 0.553 0.442
H -3.6026 -2.1780 1.4166 -0.311 -0.061 0.360
H -4.4128 -4.0179 2.4500 -0.406 0.555 -0.589
C -7.5028 -0.2115 2.4881 -0.156 -0.360 -1.628
O -7.6296 -1.6048 2.0715 1.530 1.616 0.169
C -6.9971 -2.4109 3.0535 -1.348 -1.910 1.067
C -6.8504 -3.9067 2.5870 0.371 1.656 -0.641
N -5.8751 -3.8491 1.4817 -0.761 -1.525 -1.168
C -5.7707 -5.1577 0.7384 1.483 0.484 -0.469
C -4.8025 -5.0554 -0.4595 -0.308 0.175 -0.773
O -5.3390 -4.2266 -1.4627 -1.938 1.040 1.204
C -4.6339 -4.1776 -2.6554 -0.033 -0.087 0.471
H -6.5820 0.0529 3.0080 -0.060 -0.712 0.786
H -8.4054 0.1619 2.9717 0.139 -0.220 0.327
H -7.3522 0.3817 1.5861 -0.542 -0.059 -0.478
H -7.7092 -2.3471 3.8763 0.236 -0.472 0.657
H -6.0431 -2.0461 3.4342 0.269 0.245 -0.480
H -7.8176 -4.2936 2.2661 -0.180 -0.022 0.004
H -6.4312 -4.5801 3.3346 -0.171 0.337 0.400
H -6.2706 -3.2209 0.7969 0.103 0.476 -0.141
H -6.7050 -5.5477 0.3345 -0.314 0.093 0.373
H -5.2821 -5.8789 1.3935 -0.362 -0.169 0.245
H -4.6760 -5.9696 -1.0396 0.177 -0.958 0.985
H -3.8161 -4.6846 -0.1809 0.236 0.033 0.380
H -4.5774 -5.1578 -3.1288 0.113 -0.230 -0.125
H -3.6377 -3.8479 -2.3608 0.424 0.390 -0.927
H -5.2368 -3.5160 -3.2774 0.681 0.201 -0.267
C -5.0509 5.3672 -3.7603 -0.959 0.174 0.829
O -5.7417 4.1619 -4.1201 0.738 -0.223 0.324
C -7.1483 4.0808 -3.8636 -0.762 -0.329 -0.495
C -7.6411 2.6245 -4.0175 0.640 -0.519 1.011
N -7.3261 1.8261 -2.8139 0.503 0.625 0.053
C -7.5385 0.3856 -2.9581 0.239 0.850 -0.083
C -6.8857 -0.3245 -1.7983 0.570 -0.259 -0.662
O -5.4486 -0.0844 -1.9608 -1.061 0.351 0.599
C -4.7424 -0.4997 -0.8209 -0.331 -0.792 -0.399
H -5.2807 6.2418 -4.3689 -0.363 -0.171 -0.338
H -3.9627 5.3159 -3.7247 -0.027 -0.939 -0.509
H -5.3091 5.6257 -2.7334 -0.266 0.177 0.249
H -7.6684 4.6975 -4.5966 -0.110 0.154 -0.035
H -7.4734 4.3913 -2.8706 0.495 0.395 0.317
H -7.1615 2.2282 -4.9125 -0.083 -0.261 -0.257
H -8.7153 2.4394 -4.0211 -0.233 1.063 -0.944
H -6.3787 2.0431 -2.5390 0.299 -0.483 -0.125
H -7.1092 -0.0055 -3.8805 0.319 -0.100 -0.232
H -8.6108 0.2235 -3.0668 -0.107 -0.246 0.452
H -7.0856 -1.3956 -1.8279 0.177 -0.223 -0.162
H -7.2545 -0.0005 -0.8251 0.171 0.483 0.132
H -5.0692 0.0121 0.0843 0.022 0.464 0.307
H -3.6739 -0.3762 -0.9972 -0.044 -0.065 0.071
H -4.9827 -1.5480 -0.6440 0.355 -0.368 0.150
C 3.1453 0.5272 -2.3059 0.232 0.019 0.656
O 4.3388 0.8146 -2.9976 0.466 0.829 0.106
C 4.7218 2.2129 -2.9355 -0.286 -0.296 -1.096
C 5.8224 2.4526 -4.0030 -0.465 -0.861 1.178
N 7.0873 1.8642 -3.5464 -0.255 1.121 -0.890
C 8.0266 1.8299 -4.6826 1.047 -1.467 1.240
C 9.4360 1.5419 -4.1234 -0.378 -0.031 -0.795
O 9.5353 0.2003 -3.6658 -0.273 -0.284 0.389
C 10.8340 -0.1281 -3.1869 0.242 1.078 -0.150
H 2.2966 1.1440 -2.6013 -0.127 0.148 -0.619
H 3.2321 0.7237 -1.2373 0.252 -0.134 0.288
H 2.9057 -0.5290 -2.4289 0.048 0.112 -0.103
H 5.0391 2.5651 -1.9540 0.287 -0.476 0.334
H 3.8100 2.7720 -3.1457 -0.096 0.369 -0.370
H 5.9921 3.5055 -4.2280 -0.189 0.101 0.234
H 5.4778 1.9651 -4.9149 -0.202 -0.030 -0.347
H 6.9116 0.9151 -3.2490 0.053 -0.190 -0.025
H 8.0750 2.7407 -5.2793 -0.302 0.202 0.360
H 7.7676 0.9991 -5.3390 -0.051 -0.010 -0.438
H 9.6085 2.2838 -3.3437 0.264 -0.135 0.349
H 10.1641 1.6825 -4.9223 0.243 0.151 -0.146
H 10.9072 -1.0787 -2.6584 -0.622 0.011 -0.210
H 11.1692 0.6650 -2.5185 0.037 0.013 0.389
H 11.5655 -0.1172 -3.9950 0.007 -0.222 -0.329
C -2.6158 3.8026 3.7861 -0.817 -0.544 -0.864
O -2.4994 2.4319 3.3086 -1.124 -0.231 -0.344
C -3.7769 1.6862 3.1672 1.103 1.249 0.939
C -4.6231 2.3035 2.0196 1.295 -1.626 1.262
N -3.8092 2.2122 0.8210 -2.515 3.152 0.912
C -4.4226 2.9181 -0.2636 1.529 -1.581 -3.020
C -3.5328 2.6227 -1.5485 -0.120 0.937 0.431
O -2.4365 3.5518 -1.5797 -1.391 0.128 2.089
C -1.5512 3.4901 -2.6556 -0.399 -1.160 -1.009
H -3.1948 4.3551 3.0460 -0.038 0.373 -0.124
H -1.6411 4.2891 3.8232 0.094 -0.444 0.133
H -3.1764 3.8926 4.7165 0.289 -0.301 0.265
H -4.2564 1.7015 4.1460 -0.476 0.236 -0.146
H -3.4912 0.6456 3.0136 0.040 0.099 -0.453
H -4.7832 3.3577 2.2461 0.169 0.367 -0.157
H -5.6244 1.9013 1.8655 0.172 -0.339 -0.077
H -2.8389 2.4227 1.0063 1.070 -0.530 -0.119
H -4.5654 3.9957 -0.1823 0.628 0.312 0.708
H -5.4386 2.5546 -0.4176 -0.065 -0.384 0.035
H -4.2027 2.6880 -2.4058 0.171 0.265 -0.343
H -3.1847 1.5915 -1.4887 0.202 -0.059 -0.095
H -0.6631 4.1122 -2.5446 -0.431 0.367 0.387
H -2.1435 3.7459 -3.5341 0.485 0.100 -0.475
H -1.1960 2.4645 -2.7562 0.139 -0.234 -0.281
C 2.1598 4.0348 -0.4381 0.493 0.582 1.113
O 1.2510 5.0855 -0.0717 1.438 0.025 -0.554
C 0.0772 4.5932 0.4761 -0.888 0.473 0.303
C -0.8590 5.7551 0.8772 0.219 -0.873 -0.615
N -0.4515 6.4448 2.0911 -0.634 -0.620 0.159
C -1.2559 7.6721 2.2349 2.221 1.068 0.076
C -0.5552 8.6132 3.3166 -1.704 0.573 -1.874
O -0.6890 10.0037 2.8391 -0.323 -1.645 1.224
C -0.7551 11.0533 3.8456 0.800 -0.793 -1.212
H 2.9488 4.4272 -1.0796 -0.434 0.120 -0.305
H 1.7020 3.1287 -0.8350 -0.434 0.177 -0.433
H 2.6917 3.7081 0.4555 0.014 -0.143 0.299
H 0.2216 4.0204 1.3921 0.371 -0.316 0.134
H -0.3105 3.9501 -0.3140 -0.936 -0.210 0.340
H -1.8601 5.3438 1.0066 -0.209 -0.157 0.162
H -0.9463 6.4445 0.0374 0.069 0.214 -0.335
H 0.4963 6.7463 1.9154 0.311 0.083 0.205
H -2.3177 7.5106 2.4209 0.139 -0.266 0.219
H -1.1395 8.1486 1.2615 -0.517 0.753 -0.011
H 0.4967 8.3396 3.3989 0.000 0.042 0.061
H -1.1054 8.4203 4.2375 0.320 0.448 0.373
H 0.2055 11.5623 3.7654 -0.104 0.384 0.230
H -0.8477 10.6833 4.8667 -0.372 -0.091 -0.081
H -1.5650 11.7037 3.5153 0.035 0.060 0.453
C 1.0965 -4.9262 5.7447 -0.343 -0.025 -0.484
O 1.1491 -5.1671 4.3211 -0.962 -0.414 1.700
C 1.7613 -4.1547 3.5922 0.681 -0.786 -0.769
C 1.8074 -4.6163 2.0974 -0.075 0.987 2.343
N 2.3840 -3.5224 1.3508 -0.322 -0.652 -2.328
C 2.9730 -4.0465 0.1010 0.197 0.542 -0.219
C 4.2832 -4.7647 0.3715 -0.195 -0.859 0.170
O 4.8139 -5.4309 -0.7591 0.007 1.007 -0.289
C 5.1669 -4.4821 -1.7576 0.028 -0.674 -0.624
H 0.5959 -5.7501 6.2534 0.386 -0.419 -0.400
H 0.4659 -4.0858 6.0348 -0.004 0.529 -0.497
H 2.0797 -4.7462 6.1795 0.231 -0.171 -0.134
H 2.7895 -4.0926 3.9485 0.437 0.306 -0.068
H 1.3128 -3.1730 3.7444 -0.340 0.146 -0.201
H 0.8050 -4.8769 1.7578 -0.105 0.265 -0.137
H 2.3767 -5.5458 2.0960 0.224 -0.068 -0.147
H 3.1707 -3.0423 1.7640 0.211 -0.018 1.148
H 3.2559 -3.2036 -0.5295 -0.362 0.263 -0.016
H 2.2736 -4.6334 -0.4944 -0.160 -0.247 0.222
H 4.2015 -5.5598 1.1126 -0.183 0.137 0.175
H 4.9373 -3.9906 0.7728 0.559 -0.040 -0.035
H 5.9966 -3.8485 -1.4440 0.124 0.048 0.104
H 4.3353 -3.8562 -2.0814 -0.145 0.108 0.202
H 5.4306 -5.0495 -2.6501 0.349 0.022 0.156
C 0.5919 1.4385 2.5683 1.530 0.952 0.029
O 1.8435 1.1964 3.2444 -0.338 -0.584 -0.017
C 2.7147 2.2619 3.5854 -0.344 0.903 -0.159
C 2.1208 3.1710 4.6529 -0.090 0.658 0.264
N 3.0213 4.3069 5.0226 -0.227 -1.898 -1.385
C 2.5585 5.1163 6.1075 -0.284 1.427 0.428
C 1.1394 5.6670 5.9240 -0.578 -0.770 0.290
O 0.8216 6.7813 6.7793 0.150 -1.613 -0.192
C 1.3453 8.0068 6.3610 0.420 0.297 -0.133
H 0.8227 1.9175 1.6167 -0.048 -0.049 -0.351
H -0.0341 2.1458 3.1124 -0.225 -0.327 0.231
H 0.1032 0.4868 2.3596 0.126 0.018 0.368
H 3.0022 2.9300 2.7736 -0.272 -0.138 -0.736
H 3.6638 1.8232 3.8934 -0.163 -0.307 0.301
H 1.8310 2.5197 5.4775 -0.020 0.048 0.533
H 1.2056 3.6253 4.2733 -0.135 -0.112 -0.166
H 3.8580 3.8209 5.3120 0.504 0.420 0.091
H 3.1407 6.0362 6.1617 0.633 -0.221 0.010
H 2.6889 4.5940 7.0552 -0.449 0.098 0.379
H 0.4605 4.8365 6.1177 -0.424 0.235 0.829
H 0.8665 5.8383 4.8827 0.606 0.751 -0.411
H 2.4221 8.0057 6.1915 0.246 -0.316 -0.114
H 1.2160 8.7196 7.1755 -0.438 0.048 -0.181
H 0.8725 8.3103 5.4270 -0.057 0.356 0.183
C 6.6733 -0.2155 -0.5261 -0.298 -1.020 -0.645
O 6.3358 -0.2436 0.8407 -0.130 0.411 0.561
C 4.9375 -0.2373 1.0755 -0.468 0.064 1.377
C 4.5307 -0.6901 2.4949 0.261 -1.166 -0.353
N 4.6533 -2.1509 2.7949 1.410 1.025 -0.858
C 6.1015 -2.5114 2.9376 -0.905 -1.151 0.651
C 6.1659 -3.7405 3.8610 -0.028 1.252 0.006
O 5.7221 -3.3107 5.1564 1.068 -0.184 0.055
C 5.9250 -4.2874 6.1658 -1.278 -0.455 0.185
H 7.7345 -0.2423 -0.7736 0.254 0.329 0.956
H 6.2545 0.6172 -1.0912 -0.323 0.044 0.170
H 6.3300 -1.1783 -0.9046 -0.421 0.040 -0.743
H 4.3170 -0.7567 0.3453 0.392 -0.541 -0.363
H 4.4962 0.7587 1.1100 0.430 0.742 -0.573
H 3.4816 -0.4068 2.5797 -0.056 -0.034 0.126
H 5.1068 -0.1556 3.2504 0.110 0.434 -0.045
H 4.2364 -2.3085 3.7013 -0.048 0.075 0.267
H 6.7001 -1.7063 3.3638 -0.046 0.169 0.071
H 6.5641 -2.7995 1.9936 -0.250 0.198 -0.222
H 7.1893 -4.1146 3.8915 0.047 -0.163 0.140
H 5.4892 -4.4937 3.4572 -0.038 -0.375 0.077
H 5.3326 -5.1517 5.8655 -0.027 -0.414 0.236
H 5.5248 -3.9255 7.1129 -0.238 0.302 -0.208
H 6.9139 -4.6560 6.4385 0.600 0.476 -0.817
```
Forces are in eV/Å.